# 1
{"formula": "C25H29N3O3", "method": "ωB97M-V/def2-TZVPD", "e_homo_ev": -7.412, "homo_lumo_gap_ev": 8.1, "energy_ha": -1360.07452, "fmax_ha_per_bohr": 0.0125, "elements": ["O", "C", "O", "C", "C", "C", "C", "C", "C", "C", "O", "N", "C", "C", "C", "C", "N", "C", "C", "N", "C", "C", "C", "C", "C", "C", "C", "C", "C", "C", "C", "H", "H", "H", "H", "H", "H", "H", "H", "H", "H", "H", "H", "H", "H", "H", "H", "H", "H", "H", "H", "H", "H", "H", "H", "H", "H", "H", "H", "H"], "coordinates": [[6.11334, -3.48603, -5.49546], [5.90733, -2.32246, -5.28066], [6.44486, -1.35509, -6.03599], [5.07451, -1.75510, -4.14829], [4.03677, -0.75857, -4.67965], [2.87683, -1.45966, -5.31619], [2.58539, -2.73286, -5.09475], [3.39237, -3.63413, -4.21190], [4.40728, -2.88429, -3.34575], [3.85150, -2.28085, -2.05219], [4.56625, -2.13304, -1.08207], [2.54850, -1.91691, -2.11999], [1.75150, -1.30134, -1.14607], [2.18351, -1.04922, 0.15260], [1.34042, -0.44255, 1.05786], [0.04207, -0.05180, 0.71057], [-0.79223, 0.50704, 1.67082], [-2.20498, 0.65781, 1.40808], [-2.95691, 0.71967, 2.73690], [-2.47099, 1.82594, 3.53812], [-3.25802, 2.00544, 4.74534], [-4.65013, 2.47352, 4.41729], [-4.83176, 3.48962, 3.48639], [-6.10184, 3.93880, 3.17673], [-7.20715, 3.38195, 3.79945], [-7.03432, 2.37161, 4.72886], [-5.76205, 1.91751, 5.03306], [-1.06085, 1.63465, 3.81054], [-0.30296, 1.59827, 2.48698], [-0.37871, -0.31184, -0.59667], [0.45980, -0.92897, -1.50293], [6.99140, -1.74352, -6.73718], [5.77694, -1.22175, -3.49670], [3.67749, -0.13432, -3.85472], [4.50927, -0.09231, -5.40376], [2.25953, -0.85805, -5.96873], [1.74116, -3.19480, -5.58920], [3.93946, -4.33302, -4.85200], [2.73239, -4.23677, -3.58102], [5.19296, -3.58078, -3.03596], [2.08504, -2.05106, -3.00971], [3.17826, -1.33867, 0.44631], [1.69425, -0.28663, 2.06523], [-2.56369, -0.20690, 0.84831], [-2.41709, 1.57536, 0.83587], [-4.02180, 0.86864, 2.54486], [-2.82689, -0.24264, 3.26600], [-3.30339, 1.08034, 5.34870], [-2.76223, 2.77320, 5.35003], [-3.96396, 3.91303, 3.00426], [-6.23239, 4.72745, 2.44988], [-8.19979, 3.73412, 3.56007], [-7.89228, 1.93216, 5.21664], [-5.63300, 1.12475, 5.75683], [-0.69993, 2.47176, 4.41327], [-0.87503, 0.69613, 4.36386], [0.76334, 1.48239, 2.67224], [-0.46502, 2.55865, 1.96987], [-1.36362, -0.01921, -0.92446], [0.10927, -1.11465, -2.50980]]}

=====

# 2
{"formula": "C25H29N5O2Pt", "method": "ωB97M-V/def2-TZVPD", "e_homo_ev": -7.140, "homo_lumo_gap_ev": 6.2, "energy_ha": -1513.58606, "fmax_ha_per_bohr": 0.0827, "elements": ["Pt", "C", "C", "O", "C", "C", "C", "C", "C", "C", "O", "H", "H", "H", "H", "H", "H", "H", "C", "C", "C", "C", "C", "C", "N", "N", "C", "C", "C", "C", "C", "C", "H", "H", "H", "H", "H", "H", "H", "H", "H", "C", "N", "C", "C", "N", "N", "C", "C", "H", "H", "H", "H", "H", "H", "H", "H", "H", "H", "H", "H", "H"], "coordinates": [[0.16400, -0.03900, 0.10990], [-3.79000, -2.55500, -0.12840], [-2.98270, -1.27390, -0.24870], [-1.75270, -1.39890, -0.26560], [-3.67060, -0.00700, -0.28540], [-5.07370, 0.04330, -0.19220], [-5.75850, 1.22300, -0.08610], [-5.05050, 2.42990, -0.05950], [-3.69030, 2.43280, -0.15390], [-2.92430, 1.23150, -0.29030], [-1.66660, 1.33810, -0.41080], [-3.10290, -3.39950, -0.10070], [-4.47520, -2.67430, -0.96330], [-4.36300, -2.54230, 0.79550], [-5.62850, -0.88150, -0.18340], [-6.83350, 1.22430, -0.01000], [-5.58760, 3.36090, 0.05500], [-3.14160, 3.36210, -0.13400], [-2.76050, -0.00880, 4.99630], [-1.43350, -0.02590, 5.40740], [-0.40430, 0.00430, 4.49050], [-0.68500, 0.04830, 3.10760], [-2.02790, 0.08340, 2.71430], [-3.04810, 0.05400, 3.63920], [0.30910, 0.06310, 2.16440], [1.53750, 0.06720, 2.63960], [2.50540, 0.08100, 1.71740], [3.85850, 0.01100, 2.09640], [4.84170, 0.03170, 1.13460], [4.50730, 0.13880, -0.21130], [3.16970, 0.20390, -0.60170], [2.15200, 0.15320, 0.33410], [-3.56100, -0.04310, 5.72180], [-1.20480, -0.06630, 6.46460], [0.62600, -0.00310, 4.80930], [-2.24670, 0.14690, 1.66640], [-4.07540, 0.08230, 3.30280], [4.10080, -0.06370, 3.14520], [5.88280, -0.03100, 1.42750], [5.28930, 0.17900, -0.95830], [2.94310, 0.29110, -1.65810], [2.23370, -2.36600, -3.46810], [0.96530, -2.07670, -2.82410], [0.81280, -2.73430, -1.54410], [0.45420, -0.80780, -2.98090], [0.17390, -0.03700, -1.98560], [0.27010, -0.42640, -4.28250], [0.03710, 0.95780, -4.62050], [-0.10540, -1.38340, -5.29900], [3.07310, -2.06920, -2.82610], [2.31410, -1.83840, -4.41440], [2.30260, -3.43840, -3.65640], [1.04820, -3.79020, -1.67740], [-0.22380, -2.64690, -1.22490], [1.47400, -2.32720, -0.76550], [-0.31870, 0.82020, -2.22440], [0.63720, 1.60370, -3.97980], [-1.01790, 1.24720, -4.54200], [0.35210, 1.10790, -5.65290], [-0.21050, -2.37180, -4.85390], [0.64070, -1.42260, -6.09880], [-1.06080, -1.08890, -5.74430]]}

=====

# 3
{"formula": "C25H29N5O4PPd", "method": "ωB97M-V/def2-TZVPD", "e_homo_ev": [-16.372, -16.370], "homo_lumo_gap_ev": [5.2, 5.3], "energy_ha": -2013.14178, "charge": 3, "fmax_ha_per_bohr": 0.0758, "elements": ["Pd", "C", "O", "C", "N", "C", "C", "C", "C", "C", "C", "C", "C", "C", "C", "C", "C", "N", "C", "N", "C", "C", "O", "C", "C", "C", "C", "C", "C", "H", "H", "H", "H", "H", "H", "H", "H", "H", "H", "H", "H", "H", "H", "H", "H", "H", "H", "H", "N", "C", "P", "O", "O", "C", "N", "H", "H", "H", "H", "H", "H", "H", "H", "H", "H"], "coordinates": [[0.02267, 0.63769, -0.10053], [4.27437, 2.04869, -0.99053], [3.37677, 3.16109, -1.08573], [2.22517, 2.77629, -0.59503], [2.16407, 1.60789, -0.05243], [3.45297, 0.96419, -0.22873], [3.34637, -0.32691, -1.01083], [4.44007, -1.19311, -0.98683], [4.43137, -2.35701, -1.73103], [3.31147, -2.68861, -2.48163], [2.21857, -1.82821, -2.51383], [2.23517, -0.64081, -1.79753], [1.00757, 3.58379, -0.71203], [0.96177, 4.94999, -0.97813], [-0.28333, 5.55369, -1.11373], [-1.43483, 4.78579, -0.98603], [-1.29063, 3.42699, -0.71113], [-0.09823, 2.84639, -0.58643], [-2.41293, 2.49989, -0.54863], [-2.25303, 1.35679, 0.03267], [-3.54423, 0.67229, 0.01357], [-4.43543, 1.65249, -0.80193], [-3.60633, 2.80269, -0.98813], [-3.49713, -0.70051, -0.61923], [-4.70393, -1.37741, -0.79573], [-4.73503, -2.59841, -1.44243], [-3.56113, -3.15731, -1.92253], [-2.35163, -2.50081, -1.72963], [-2.31983, -1.27801, -1.07883], [5.17627, 2.37099, -0.47103], [4.53457, 1.74179, -2.00893], [3.88277, 0.75159, 0.75817], [5.30967, -0.92801, -0.40453], [5.29847, -2.99811, -1.73523], [3.29927, -3.59981, -3.05953], [1.37387, -2.07271, -3.13893], [1.39807, 0.07739, -1.93913], [1.87807, 5.51229, -1.07533], [-0.35493, 6.61009, -1.33303], [-2.42073, 5.21819, -1.08473], [-3.91173, 0.58319, 1.04657], [-5.34853, 1.95619, -0.29013], [-4.68613, 1.25329, -1.79023], [-5.61813, -0.92421, -0.44403], [-5.67763, -3.10881, -1.57913], [-3.58153, -4.10221, -2.44383], [-1.44143, -2.94971, -2.09833], [-1.33673, -0.75501, -0.95303], [2.52257, -2.69311, 3.57267], [1.85457, -1.37541, 3.50667], [0.42697, -1.62711, 2.28957], [0.02927, -3.04941, 2.49567], [0.83937, -1.16671, 0.92737], [-1.10193, -0.67201, 2.88747], [-2.09493, -1.73791, 3.13677], [3.08827, -2.86741, 2.72897], [1.77467, -3.42011, 3.57657], [3.12747, -2.80101, 4.39817], [2.54607, -0.60381, 3.16867], [1.48027, -1.11591, 4.49717], [-1.40723, 0.01279, 2.07747], [-0.91513, -0.08991, 3.78767], [-1.52713, -2.63751, 2.96407], [-2.88323, -1.72421, 2.48257], [-2.47393, -1.74741, 4.09007]]}